C5H4N2 in the gas phase at a distorted geometry. Source: OMol25; level of theory: ωB97M-V/def2-TZVPD.

```
11
Properties=species:S:1:pos:R:3
C 2.840 0.028 -0.738
C 1.693 0.120 -0.396
C 0.333 0.180 0.005
C -0.501 -0.935 0.274
C -1.727 -0.400 0.516
N -1.616 0.986 0.500
N -0.296 1.308 0.178
H 3.857 -0.041 -1.040
H -0.176 -1.962 0.280
H -2.666 -0.875 0.754
H -1.740 1.591 -0.334
```

ΔE to the lowest compared entry with this formula, charge and spin in kcal/mol: 73.8
E_HOMO in eV: -9.51
Structure (SMILES): C#Cc1cc[nH]n1
LUMO level in eV: 1.00
Calculated total energy in a.u.: -302.31071
Orbital gap in eV: 10.51


A molecular structure, C5H4N2O at a distorted geometry. Source: OMol25; level of theory: ωB97M-V/def2-TZVPD.

```
12
Properties=species:S:1:pos:R:3
C 1.599 -0.678 -0.176
C 1.360 0.876 -0.073
C -0.057 0.443 -0.302
C -1.325 0.645 0.027
C -1.911 -0.726 0.026
H 1.576 1.058 0.989
H 2.048 1.804 -0.618
H -2.132 1.431 0.031
H -3.013 -1.077 0.461
N -1.032 -1.666 -0.097
N 0.156 -0.976 -0.388
O 2.731 -1.135 0.118
```

ΔE to the lowest compared entry with this formula, charge and spin in kcal/mol: 84.0
E_HOMO in eV: -10.17
LUMO level in eV: 0.49
Calculated total energy in a.u.: -377.53021
Orbital gap in eV: 10.66


C5H4N2O in the gas phase at a distorted geometry. Source: OMol25; level of theory: ωB97M-V/def2-TZVPD.

```
12
Properties=species:S:1:pos:R:3
C 0.191 -0.093 1.532
C -0.846 0.561 0.651
O -1.708 1.333 1.168
C -0.391 0.085 -1.093
C -0.185 -1.313 -1.152
N -0.077 -2.419 -1.410
C 0.825 0.783 -1.420
N 1.770 1.369 -1.658
H -0.236 -0.258 2.525
H 1.182 0.591 1.504
H 0.482 -1.059 1.286
H -1.005 0.419 -1.932
```

ΔE to the lowest compared entry with this formula, charge and spin in kcal/mol: 52.2
E_HOMO in eV: -10.88
Structure (SMILES): CC(=O)C(C#N)C#N
LUMO level in eV: -0.37
Calculated total energy in a.u.: -377.58093
Orbital gap in eV: 10.51


C5H4N2O in the gas phase at a distorted geometry. Source: OMol25; level of theory: ωB97M-V/def2-TZVPD.

```
12
Properties=species:S:1:pos:R:3
O -0.840 0.151 -2.379
C -0.571 -0.154 -1.275
C -0.972 -1.537 -0.366
C 0.080 -0.779 0.637
C 0.780 -0.364 1.769
C 1.006 1.104 1.612
N 0.630 1.472 0.274
N 0.072 0.304 -0.166
H -0.643 -2.543 -0.705
H -2.116 -1.528 -0.041
H 1.237 -1.075 2.430
H 1.388 1.893 2.334
```

ΔE to the lowest compared entry with this formula, charge and spin in kcal/mol: 60.9
E_HOMO in eV: -9.77
Structure (SMILES): O=C1Cc2ccnn21
LUMO level in eV: 0.41
Calculated total energy in a.u.: -377.56695
Orbital gap in eV: 10.18